Molecular formula: C25H42Cl2O2P2V
Method: DFT, ωB97M-V/def2-TZVPD

Values from the calculation:
Frontier orbital gap (alpha / beta) = 3.377 / 3.412 eV
ΔE to the lowest compared entry with this formula, charge and spin = 0.000 eV
Expectation value of S² = 0.7615
E_HOMO (alpha / beta) = -13.61 / -13.57 eV

Geometry as ORCA input:
```
! wB97M-V def2-TZVPD RIJCOSX def2/J DEFGRID3
* xyz 2 2
V 0.018 0.648 -3.488
C -1.040 -2.136 0.180
C 0.286 -2.453 -0.236
C 0.370 -0.473 0.926
C -0.992 -0.888 0.861
C 1.161 -1.465 0.281
C -2.247 -2.967 -0.005
H -1.993 -3.933 -0.456
H -2.998 -2.474 -0.637
H -2.728 -3.168 0.966
C -2.129 -0.116 1.389
H -3.075 -0.647 1.233
H -2.189 0.874 0.899
H -2.005 0.066 2.468
C 0.848 0.750 1.591
H 0.932 0.602 2.682
H 0.153 1.586 1.419
H 1.838 1.047 1.219
C 2.638 -1.471 0.189
H 3.100 -1.692 1.163
H 3.024 -0.497 -0.136
H 2.987 -2.234 -0.514
C 0.687 -3.574 -1.109
H 1.638 -4.008 -0.774
H 0.829 -3.239 -2.154
H -0.068 -4.367 -1.110
C -1.021 1.998 -4.244
C -1.821 0.673 -4.447
C -1.689 -0.005 -5.817
C -0.311 -0.634 -6.065
C 0.637 -0.501 -4.888
C 1.458 0.742 -4.787
C 1.143 1.946 -5.633
C -0.276 2.549 -5.414
H -1.933 0.717 -6.604
H 0.145 -0.208 -6.973
H -2.458 -0.784 -5.889
H -0.877 2.467 -6.331
H -1.566 2.738 -3.633
H -2.874 0.973 -4.277
H -0.174 3.631 -5.244
H 1.887 2.748 -5.450
H 2.521 0.598 -4.559
H 1.276 1.721 -6.708
H -0.451 -1.701 -6.304
H 1.122 -1.450 -4.609
P -1.920 -0.611 -2.946
C -3.409 -0.049 -2.073
C -2.327 -2.258 -3.602
P 2.914 2.090 -1.218
C 1.185 1.752 -1.920
C 3.880 0.902 -2.239
C 3.214 3.654 -2.140
H -3.175 0.899 -1.565
H -3.704 -0.794 -1.324
H -4.234 0.096 -2.786
H -1.397 -2.806 -3.802
H -2.933 -2.223 -4.514
H -2.874 -2.817 -2.832
H 3.657 3.438 -3.119
H 3.904 4.279 -1.556
H 2.273 4.197 -2.257
H 0.583 1.180 -1.178
H 0.732 2.755 -2.040
H 4.783 0.616 -1.680
H 4.170 1.368 -3.191
H 3.277 0.004 -2.437
Cl -1.864 3.930 1.807
C -1.007 4.430 0.351
Cl 0.772 4.301 0.534
C -1.421 3.533 -0.899
O -1.375 4.205 -1.956
O -1.678 2.314 -0.703
H -1.242 5.475 0.122
*
```



Molecular formula: C18H29N2O2P2PdSe
Method: DFT, ωB97M-V/def2-TZVPD

Values from the calculation:
Frontier orbital gap (alpha / beta) = 6.225 / 4.487 eV
ΔE to the lowest compared entry with this formula, charge and spin = 1.127 eV
Expectation value of S² = 6.0590
E_HOMO (alpha / beta) = -9.69 / -9.95 eV

Geometry as ORCA input:
```
! wB97M-V def2-TZVPD RIJCOSX def2/J DEFGRID3
* xyz 1 5
C 1.099 -3.598 -2.118
C 0.889 -2.243 -1.759
N 0.591 -1.986 -0.441
C 0.533 -2.923 0.510
C 0.732 -4.257 0.168
C 1.013 -4.588 -1.160
C 0.891 -1.170 -2.700
P 0.847 0.509 -2.132
Pd 0.287 0.054 0.081
P -0.381 -0.854 2.176
C 0.399 -2.498 1.959
C -0.149 2.223 0.623
C 0.963 3.121 0.752
C 0.816 4.437 1.253
C -0.466 4.870 1.495
C -1.572 4.033 1.285
C -1.412 2.681 0.884
O -2.000 -1.594 -2.946
O -2.925 -2.075 -0.481
H 1.336 -3.807 -3.157
H 0.680 -5.000 0.954
H 1.174 -5.628 -1.438
C 2.455 1.347 -2.322
C -0.292 1.475 -3.187
H -0.150 -3.244 2.543
H 1.404 -2.381 2.395
H -1.018 -1.413 -2.960
H 1.242 -1.386 -3.706
C 0.342 -0.101 3.663
C -2.133 -1.141 2.531
H 2.124 2.843 0.354
H 1.730 5.003 1.457
H -0.589 5.906 1.821
H -2.578 4.437 1.419
H -2.290 2.048 0.706
H -1.367 0.392 -0.530
H -3.757 -1.578 -0.552
H -2.545 -2.027 -1.406
H -2.118 -2.285 -3.619
H -1.355 -0.398 -0.312
H 2.743 1.362 -3.383
H 2.371 2.378 -1.952
H 3.208 0.808 -1.733
H 0.125 1.550 -4.204
H -1.270 0.978 -3.231
H -0.409 2.486 -2.772
H -2.222 -1.733 3.454
H -2.640 -0.176 2.673
H -2.583 -1.671 1.680
H 0.139 -0.737 4.530
H 1.422 0.033 3.508
H -0.110 0.889 3.812
Se 3.312 3.312 2.513
C 2.001 2.270 1.503
N 1.462 1.047 1.498
*
```



Molecular formula: C33H79BBr4NO9PSSi2
Method: DFT, ωB97M-V/def2-TZVPD

Values from the calculation:
Frontier orbital gap = 8.337 eV
E_HOMO = -8.44 eV

Geometry as ORCA input:
```
! wB97M-V def2-TZVPD RIJCOSX def2/J DEFGRID3
* xyz 0 1
C -3.805 3.962 -2.364
C -2.737 2.880 -2.590
B -3.296 1.522 -3.162
O -4.491 1.023 -2.700
Si -2.231 0.626 -4.651
C -2.667 -1.130 -5.075
C -4.183 -1.404 -4.941
C -4.547 -2.194 -3.691
C -5.938 -2.826 -3.813
C -5.898 -4.188 -4.512
N -7.069 -4.379 -5.372
O -0.619 1.007 -4.536
Si 0.549 0.436 -3.530
C 1.573 -0.922 -4.299
Br 0.687 -2.215 -5.365
C 2.889 -1.053 -4.200
C 3.706 -2.139 -4.835
Br 3.947 0.179 -3.222
C -0.104 0.029 -1.808
Br -0.919 -1.734 -1.702
C 1.056 0.174 -0.754
C 0.401 0.473 0.593
Br 1.980 -1.513 -0.575
P -2.885 1.780 -6.517
O -4.435 1.449 -6.834
O -2.864 3.350 -6.099
S -1.769 1.379 -8.023
H -4.532 3.652 -1.614
H -3.341 4.889 -2.034
H -4.303 4.187 -3.308
H -2.173 2.684 -1.672
H -2.000 3.274 -3.297
H -5.163 1.712 -2.625
H -2.133 -1.865 -4.476
H -2.372 -1.294 -6.114
H -4.523 -1.969 -5.811
H -4.759 -0.475 -4.950
H -3.804 -2.979 -3.524
H -4.530 -1.560 -2.804
H -6.369 -2.937 -2.817
H -6.593 -2.159 -4.379
H -5.816 -4.955 -3.735
H -5.000 -4.226 -5.130
H -7.904 -4.377 -4.801
H -7.018 -5.280 -5.831
H 1.488 1.550 -3.345
H 3.479 -3.083 -4.338
H 3.503 -2.203 -5.901
H 4.763 -1.947 -4.685
H -0.839 0.765 -1.485
H 1.747 0.960 -1.043
H 1.110 0.298 1.401
H -0.422 -0.221 0.758
H 0.046 1.502 0.625
H -5.021 1.641 -6.088
H -3.656 3.822 -6.386
C 4.266 -0.558 2.649
C 4.686 -1.163 3.976
O 3.708 -1.035 4.993
C 2.459 -1.646 4.721
C 2.533 -3.148 4.500
H 4.023 0.499 2.772
H 5.069 -0.649 1.917
H 3.388 -1.054 2.238
H 5.568 -0.647 4.357
H 4.970 -2.214 3.844
H 1.969 -1.155 3.872
H 1.842 -1.441 5.597
H 3.133 -3.406 3.626
H 1.532 -3.552 4.346
H 2.977 -3.638 5.367
C 1.314 -4.853 -0.130
C 1.334 -5.051 1.374
O 0.296 -5.875 1.871
C 0.264 -7.201 1.378
C 1.519 -8.006 1.670
H 0.361 -4.429 -0.446
H 2.112 -4.171 -0.420
H 1.461 -5.787 -0.676
H 1.193 -4.088 1.867
H 2.313 -5.429 1.697
H 0.050 -7.206 0.302
H -0.591 -7.664 1.870
H 2.400 -7.583 1.187
H 1.399 -9.026 1.305
H 1.709 -8.040 2.744
C -0.150 0.975 7.434
C -1.265 1.404 6.497
O -1.499 0.507 5.425
C -1.866 -0.811 5.785
C -3.152 -0.914 6.587
H 0.781 0.838 6.880
H 0.007 1.738 8.195
H -0.374 0.034 7.939
H -0.998 2.349 6.024
H -2.188 1.583 7.060
H -1.042 -1.301 6.317
H -1.989 -1.343 4.841
H -3.077 -0.405 7.549
H -3.385 -1.961 6.782
H -3.981 -0.468 6.037
C 4.738 4.563 -5.724
C 3.969 3.610 -4.824
O 2.682 4.067 -4.458
C 1.779 4.304 -5.527
C 1.497 3.086 -6.386
H 4.839 5.539 -5.248
H 5.734 4.166 -5.922
H 4.241 4.708 -6.684
H 4.504 3.485 -3.881
H 3.909 2.616 -5.284
H 2.127 5.139 -6.146
H 0.857 4.635 -5.047
H 2.393 2.725 -6.895
H 0.756 3.325 -7.149
H 1.106 2.273 -5.780
C 3.621 4.123 7.550
C 2.210 3.869 7.048
O 1.203 4.054 8.028
C 1.113 5.348 8.595
C 0.826 6.450 7.589
H 3.844 3.481 8.402
H 4.340 3.913 6.757
H 3.766 5.158 7.863
H 2.116 2.828 6.739
H 2.002 4.481 6.163
H 2.017 5.581 9.169
H 0.294 5.286 9.311
H 1.626 6.556 6.856
H 0.721 7.405 8.105
H -0.098 6.242 7.048
*
```



Molecular formula: C34H39AsFeN9S3
Method: DFT, ωB97M-V/def2-TZVPD

Values from the calculation:
Frontier orbital gap (alpha / beta) = 7.151 / 6.353 eV
ΔE to the lowest compared entry with this formula, charge and spin = 0.409 eV
Expectation value of S² = 8.7661
E_HOMO (alpha / beta) = -12.88 / -12.88 eV

Geometry as ORCA input:
```
! wB97M-V def2-TZVPD RIJCOSX def2/J DEFGRID3
* xyz 2 6
Fe -0.119 0.347 0.965
C -4.742 2.347 -0.738
S -3.690 3.453 0.217
C -2.337 2.470 0.652
S -2.255 0.783 0.182
N -1.440 3.102 1.348
N -0.369 2.328 1.671
C 0.572 2.853 2.353
C 1.743 2.011 2.619
C 2.786 2.424 3.434
C 3.866 1.574 3.610
C 3.871 0.342 2.967
C 2.789 -0.001 2.176
N 1.749 0.814 2.000
H -5.578 2.969 -1.053
H -4.218 1.977 -1.615
H -5.116 1.528 -0.130
H 0.506 3.879 2.697
H 2.744 3.393 3.911
H 4.694 1.866 4.241
H 4.697 -0.344 3.079
H 2.746 -0.955 1.664
C 0.207 -5.539 -2.321
C -1.019 -5.611 -1.417
C -0.638 -5.950 0.021
C -1.865 -4.340 -1.498
N -1.129 -3.146 -1.064
C -0.902 -2.673 0.154
N -0.116 -1.618 0.048
N 0.114 -1.459 -1.279
N -0.486 -2.356 -1.946
H 0.737 -6.489 -2.311
H 0.907 -4.770 -1.985
H -0.066 -5.317 -3.353
H -1.681 -6.398 -1.791
H 0.083 -5.231 0.421
H -0.162 -6.928 0.065
H -1.513 -5.979 0.676
H -2.752 -4.410 -0.869
H -2.177 -4.135 -2.520
H -1.294 -3.092 1.064
C -2.077 -4.151 3.612
N -1.368 -2.873 3.599
C -1.851 -1.637 3.469
S -0.734 -0.319 3.326
N -3.149 -1.360 3.491
C -4.251 -2.139 4.062
H -1.386 -4.915 3.261
H -2.928 -4.121 2.937
H -2.415 -4.428 4.609
H -0.370 -2.897 3.742
H -3.340 -0.387 3.303
H -3.908 -2.711 4.920
H -4.713 -2.799 3.331
H -5.000 -1.433 4.408
C 4.237 -0.653 -3.730
C 3.102 -0.126 -4.328
C 2.151 0.534 -3.561
C 2.346 0.659 -2.192
C 3.482 0.132 -1.589
C 4.431 -0.520 -2.361
As 1.048 1.554 -1.092
C -0.229 2.450 -2.202
C -1.195 1.889 -3.022
C -2.072 2.729 -3.696
C -1.994 4.106 -3.514
C -1.035 4.661 -2.682
C -0.132 3.834 -2.023
C 0.981 4.288 -1.158
C 1.307 5.609 -0.879
C 2.432 5.895 -0.118
C 3.247 4.875 0.359
C 2.923 3.549 0.101
C 1.788 3.267 -0.641
H 4.978 -1.161 -4.333
H 2.959 -0.220 -5.396
H 1.274 0.956 -4.035
H 3.643 0.241 -0.522
H 5.324 -0.919 -1.899
H -1.262 0.815 -3.145
H -2.813 2.312 -4.365
H -2.684 4.755 -4.038
H -0.988 5.735 -2.561
H 0.702 6.419 -1.263
H 2.686 6.926 0.089
H 4.141 5.115 0.919
H 3.566 2.753 0.460
*
```



Molecular formula: CuFZn2
Method: DFT, ωB97M-V/def2-TZVPD

Values from the calculation:
Frontier orbital gap (alpha / beta) = 10.410 / 6.988 eV
ΔE to the lowest compared entry with this formula, charge and spin = 0.000 eV
Expectation value of S² = 0.7507
E_HOMO (alpha / beta) = -38.63 / -38.62 eV

Geometry as ORCA input:
```
! wB97M-V def2-TZVPD RIJCOSX def2/J DEFGRID3
* xyz 5 2
Cu -11.095 -0.301 16.138
Zn -14.061 1.918 19.490
Zn -10.551 2.477 18.157
F -12.472 1.417 18.054
*
```



Molecular formula: C4H6N2O
Method: DFT, ωB97M-V/def2-TZVPD

Values from the calculation:
Frontier orbital gap = 8.597 eV
Structure (SMILES) = Nc1[nH]ccc1O
ΔE to the lowest compared entry with this formula, charge and spin = 0.943 eV
E_HOMO = -7.70 eV

Geometry as ORCA input:
```
! wB97M-V def2-TZVPD RIJCOSX def2/J DEFGRID3
* xyz 0 1
N 1.895 0.926 -0.074
C 0.576 0.423 -0.054
C 0.069 -0.851 0.017
O 0.870 -1.965 0.085
C -1.350 -0.769 -0.044
C -1.665 0.567 -0.141
N -0.499 1.275 -0.159
H 2.496 0.299 -0.597
H 2.280 0.991 0.864
H 0.408 -2.638 0.597
H -2.055 -1.591 -0.025
H -2.625 1.061 -0.197
H -0.399 2.271 -0.271
*
```



Molecular formula: C4H8N4O2
Method: DFT, ωB97M-V/def2-TZVPD

Values from the calculation:
Frontier orbital gap (alpha / beta) = 7.815 / 8.254 eV
ΔE to the lowest compared entry with this formula, charge and spin = 4.784 eV
E_HOMO (alpha / beta) = -7.62 / -7.91 eV

Geometry as ORCA input:
```
! wB97M-V def2-TZVPD RIJCOSX def2/J DEFGRID3
* xyz 0 1
C 1.614 0.347 -0.330
C -1.062 0.403 0.179
C -1.031 2.873 0.240
C 0.257 -3.147 -0.218
N 0.899 1.537 -0.303
N 0.820 -0.752 -0.511
N -0.529 1.578 -0.092
N 1.137 -1.956 0.043
O 2.810 0.387 -0.465
O -2.143 0.025 0.470
H -0.732 3.069 1.246
H -0.685 3.710 -0.415
H -1.993 2.831 -0.023
H 0.791 -4.023 0.344
H -0.589 -3.076 0.363
H 0.154 -3.176 -1.354
H 1.432 2.312 0.101
H 1.502 -1.916 1.037
*
```



Molecular formula: C38H29BiO2PSSi
Method: DFT, ωB97M-V/def2-TZVPD

Values from the calculation:
Frontier orbital gap (alpha / beta) = 6.003 / 6.138 eV
ΔE to the lowest compared entry with this formula, charge and spin = 1.094 eV
Expectation value of S² = 0.7570
E_HOMO (alpha / beta) = -6.03 / -6.64 eV

Geometry as ORCA input:
```
! wB97M-V def2-TZVPD RIJCOSX def2/J DEFGRID3
* xyz 0 2
Bi -0.226 2.373 1.329
O 2.950 -1.173 0.236
C 2.184 -0.366 -0.231
O 0.897 -0.283 0.103
C 2.583 0.587 -1.312
C 3.907 0.482 -1.716
C 4.414 1.276 -2.735
C 3.576 2.176 -3.367
C 2.250 2.286 -2.969
C 1.732 1.509 -1.937
P 0.013 1.828 -1.417
C -1.054 0.438 -1.915
C -0.576 -0.716 -2.522
C -1.430 -1.786 -2.755
C -2.763 -1.706 -2.385
C -3.251 -0.548 -1.792
C -2.399 0.517 -1.556
C -0.544 3.209 -2.458
C -0.231 4.506 -2.055
C -0.619 5.590 -2.827
C -1.335 5.384 -3.998
C -1.658 4.095 -4.400
C -1.260 3.009 -3.635
H 4.530 -0.240 -1.210
H 5.450 1.186 -3.030
H 3.944 2.800 -4.170
H 1.615 3.003 -3.471
H 0.471 -0.789 -2.790
H -1.048 -2.691 -3.207
H -3.420 -2.549 -2.549
H -4.291 -0.485 -1.500
H -2.775 1.423 -1.090
H 0.314 4.659 -1.131
H -0.372 6.594 -2.511
H -1.647 6.230 -4.597
H -2.219 3.937 -5.311
H -1.508 2.004 -3.953
C -3.661 -0.030 4.209
C -2.523 -0.612 4.739
C -1.400 -0.830 3.947
C -1.385 -0.450 2.607
C -2.551 0.129 2.088
C -3.676 0.334 2.867
Si 0.134 -0.898 1.535
C -0.498 -2.483 0.738
C -1.787 -2.985 0.937
C -2.199 -4.175 0.346
C -1.320 -4.902 -0.439
C -0.027 -4.435 -0.635
C 0.372 -3.236 -0.063
C 1.494 -1.252 2.768
C 2.011 -2.540 2.922
C 2.985 -2.809 3.872
C 3.470 -1.790 4.679
C 2.972 -0.504 4.538
C 1.991 -0.241 3.595
H -4.530 0.138 4.829
H -2.501 -0.906 5.781
H -0.532 -1.302 4.390
H -2.584 0.406 1.042
H -4.563 0.777 2.433
H -2.485 -2.442 1.558
H -3.206 -4.535 0.508
H -1.637 -5.835 -0.889
H 0.672 -5.003 -1.236
H 1.383 -2.893 -0.231
H 1.645 -3.342 2.295
H 3.370 -3.815 3.979
H 4.236 -1.999 5.415
H 3.350 0.296 5.162
H 1.612 0.770 3.501
S 3.353 2.874 1.526
C 1.812 2.748 1.518
*
```